(1)
ORCA calculation (ωB97M-V/def2-TZVPD) on a 2-piece molecular cluster, C4H12S overall at a distorted geometry.

CARTESIAN COORDINATES (ANGSTROEM)
C -0.89507 -0.59095 -1.73472
C 0.70376 -0.46326 -1.91269
S 1.34100 1.11442 -1.16339
H -1.32077 -1.07581 -2.53348
H -1.09291 0.45241 -1.62224
H -1.13690 -1.19436 -0.72984
H 1.14336 -1.30314 -1.35432
H 0.88477 -0.51405 -2.97223
H 2.08352 1.41281 -2.14297
C -0.60882 -0.38055 1.98631
C 0.25723 0.89103 2.09413
H -0.13312 -1.17380 1.56528
H -1.10176 -0.67943 2.89431
H -1.42918 -0.14250 1.26313
H 0.45208 1.23917 3.17112
H 1.18123 0.75748 1.62065
H -0.32842 1.65052 1.57095

* HOMO-LUMO gap: 10.00 eV
* SMILES: CCS.CC
* LUMO energy: 0.9 eV
* M: 92.21 g mol⁻¹
* charge: 0

These are the natural (NBO) partial charges, in e, on atoms 1 to 8: -0.609 -0.502 -0.054 0.207 0.218 0.203 0.209 0.216



(2)
ORCA calculation (ωB97M-V/def2-TZVPD) on one molecule with the formula C5H8N2 at a distorted geometry.

CARTESIAN COORDINATES (ANGSTROEM)
C -0.37175 1.29934 -1.37015
N -0.34894 0.45191 -0.19202
C -1.07275 0.59464 0.96615
C -0.77678 -0.45933 1.79796
C 0.17490 -1.27177 1.12930
C 0.40281 -0.68346 -0.08710
N 1.45796 -0.85506 -1.01377
H -0.42342 0.67207 -2.26167
H -1.24801 1.94786 -1.32484
H 0.52994 1.91391 -1.44606
H -1.73575 1.43783 1.09790
H -1.16904 -0.62386 2.79174
H 0.70310 -2.14241 1.50096
H 2.19541 -0.44193 -0.45584
H 1.68232 -1.83975 -1.13258

* HOMO-LUMO gap: 8.87 eV
* SMILES: Cn1cccc1N
* LUMO energy: 1.0 eV
* M: 96.13 g mol⁻¹
* charge: 0

These are the natural (NBO) partial charges, in e, on atoms 1 to 8: -0.397 -0.339 -0.080 -0.295 -0.343 0.276 -0.837 0.221



(3)
ORCA calculation (ωB97M-V/def2-TZVPD) on one molecule with the formula C7H10O at a distorted geometry.

CARTESIAN COORDINATES (ANGSTROEM)
O -1.29888 1.40340 -1.44406
C -0.91498 0.30351 -0.62848
C -1.07311 0.68615 0.87848
C 0.47755 0.80452 1.10639
C 1.92222 0.27504 1.20621
C 0.99275 -0.61973 0.49728
C 0.50146 -0.48287 -0.76382
C -0.91716 -1.31376 -1.08332
H -2.14406 1.15026 -1.80863
H -1.54769 -0.24438 1.32643
H -1.54727 1.60631 1.03840
H 0.88104 1.37006 0.35109
H 2.80696 0.91025 0.67767
H 2.41343 -0.35242 2.09370
H 0.57276 -1.51434 1.02285
H 0.93086 -0.20356 -1.70466
H -0.93675 -1.74474 -2.23550
H -1.11915 -2.03367 -0.53003

* HOMO-LUMO gap: 8.61 eV
* SMILES: O[C@]12C[C@H]3C[C@@H]3[C@H]1C2
* LUMO energy: 1.0 eV
* M: 110.16 g mol⁻¹
* charge: 0

These are the natural (NBO) partial charges, in e, on atoms 1 to 8: -0.712 0.274 -0.417 -0.230 -0.347 -0.297 -0.245 -0.409



(4)
ORCA calculation (ωB97M-V/def2-TZVPD) on one molecule with the formula C6H13N3 at a distorted geometry.

CARTESIAN COORDINATES (ANGSTROEM)
H 0.90366 -0.80152 1.94945
N 1.60468 -1.23449 1.31906
C 1.47864 -0.58864 0.10870
N 2.18786 -0.99874 -1.08440
C 0.55693 0.54029 -0.00211
C 1.23743 1.82026 0.34780
C -0.73952 0.34816 -0.36179
C -1.82579 1.26555 0.01205
C -1.26205 -1.01421 -0.73101
N -1.81179 -1.68202 0.54401
H 3.14348 -1.39942 -0.78232
H 2.46838 -0.01018 -1.58862
H 1.56495 1.69800 1.38525
H 2.04078 1.95773 -0.49042
H 0.50749 2.65246 0.39305
H -2.24088 1.72327 -0.95002
H -1.61306 2.08900 0.68104
H -2.60204 0.71842 0.58047
H -0.47296 -1.51957 -1.21060
H -2.05561 -1.02810 -1.49848
H -0.96901 -1.91462 1.16553
H -2.10155 -2.62165 0.21338

* HOMO-LUMO gap: 9.68 eV
* SMILES: [H]/N=C(N)\C(C)=C(\C)CN
* LUMO energy: 0.8 eV
* M: 127.19 g mol⁻¹
* charge: 0

These are the natural (NBO) partial charges, in e, on atoms 1 to 8: 0.335 -0.702 0.433 -0.811 -0.111 -0.634 0.032 -0.659



(5)
ORCA calculation (ωB97M-V/def2-TZVPD) on C20H25BrI2N4O9P2Ti as an isolated structure.

CARTESIAN COORDINATES (ANGSTROEM)
Ti -0.33800 -0.38004 -0.44412
I 2.29646 0.45243 0.84360
C 1.49834 1.33528 2.62477
I 0.55007 -0.00402 3.94744
H 0.78399 2.08355 2.30583
H 2.34719 1.77164 3.13566
Br -2.27455 -2.67103 -2.44773
C -3.21066 -1.40395 -1.40584
C -4.59296 -1.39398 -1.41162
C -5.23734 -0.40729 -0.68137
C -4.48333 0.51697 0.02426
C -3.10975 0.40911 -0.01161
N -2.47499 -0.53748 -0.72591
C -2.20645 1.32344 0.79450
O -2.63585 2.33581 1.28426
O -0.98265 0.86706 0.88518
H -5.13852 -2.13433 -1.97691
H -6.31810 -0.36613 -0.66645
H -4.92348 1.31094 0.61001
N 0.92197 -4.79643 -1.27918
C 1.66752 -3.68821 -0.53757
C 3.00991 -4.26079 -0.08465
P 0.68420 -3.17685 0.95809
O -0.14193 -4.56659 1.11020
O 1.56294 -2.90040 2.09572
O -0.33478 -2.14388 0.48872
P 1.90836 -2.42028 -1.89149
O 3.30670 -1.72103 -1.56325
O 1.93291 -3.24139 -3.13032
O 0.87584 -1.32485 -1.76571
H 1.22732 -5.71193 -0.95136
H 1.15887 -4.65574 -2.28696
H -0.08698 -4.74320 -1.12765
H 2.85164 -5.08736 0.61113
H 3.57164 -3.49841 0.44753
H 3.59738 -4.61197 -0.93679
H -0.43581 -4.71740 2.01799
H 4.04195 -2.09589 -2.06479
C 1.40173 3.42755 -5.51011
N 0.86596 3.28503 -4.16350
N 0.26058 2.10964 -3.76749
C 0.26372 2.04854 -2.40319
O -0.35310 1.13573 -1.79223
C 0.98102 3.17699 -1.94486
C 1.34525 3.89499 -3.05545
C 2.17141 5.12671 -3.16292
C -0.60421 1.37099 -4.62869
C -0.46225 -0.00573 -4.69376
C -1.31652 -0.72962 -5.51211
C -2.28578 -0.08004 -6.26362
C -2.41666 1.30081 -6.18892
C -1.58064 2.03274 -5.36062
H 0.96297 2.66403 -6.14495
H 2.48581 3.31086 -5.51284
H 1.13714 4.40368 -5.91116
H 1.16540 3.42740 -0.91569
H 2.36454 5.52859 -2.17212
H 1.66763 5.88948 -3.75682
H 3.13028 4.90941 -3.63740
H 0.29817 -0.49842 -4.10123
H -1.21340 -1.80498 -5.57203
H -2.93997 -0.64886 -6.91056
H -3.17537 1.80837 -6.76894
H -1.68384 3.10739 -5.27671

* 2S+1: 2
* HOMO-LUMO gap (alpha / beta): 8.10 / 8.42 eV
* LUMO energy (alpha / beta): -2.6 / -2.7 eV
* M: 908.97 g mol⁻¹
* charge: +1
* <S²>: 0.75

These are the natural (NBO) partial charges, in e, on atoms 1 to 8: 1.614 0.290 -0.710 0.214 0.245 0.233 0.122 0.178



(6)
ORCA calculation (ωB97M-V/def2-TZVPD) on one molecule with the formula C18H31NO.

CARTESIAN COORDINATES (ANGSTROEM)
C -3.85738 -1.84137 1.94045
C -4.48086 -1.88650 0.55193
C -3.86008 -0.83950 -0.38085
C -4.38612 -1.01578 -1.81132
N -4.12588 0.48346 0.16507
C -3.22077 1.53841 -0.25580
C -1.93894 1.49691 0.58015
C -0.99893 2.67075 0.31036
C -0.35842 2.60569 -1.08137
O 0.26861 1.37018 -1.34315
C 1.44270 1.05653 -0.72168
C 2.22972 1.93254 0.01051
C 3.42330 1.49509 0.57540
C 4.26222 2.46301 1.35663
C 3.82119 0.18117 0.40559
C 3.04654 -0.71158 -0.32863
C 3.47902 -2.14538 -0.51804
C 3.57127 -2.86854 0.82714
C 4.81206 -2.21654 -1.26540
C 1.86347 -0.26398 -0.88490
H -3.95248 -0.83954 2.34901
H -4.35093 -2.54527 2.60647
H -2.80070 -2.09423 1.89126
H -4.34539 -2.87820 0.11594
H -5.55369 -1.69620 0.62891
H -2.77462 -0.97906 -0.38486
H -4.11539 -1.99407 -2.20013
H -3.96627 -0.25945 -2.47158
H -5.47155 -0.92531 -1.82678
H -5.08779 0.73578 -0.03529
H -2.96838 1.47511 -1.32560
H -3.71883 2.49723 -0.08526
H -2.22505 1.49801 1.63300
H -1.40249 0.56834 0.38295
H -0.21041 2.66025 1.06550
H -1.53858 3.61625 0.39442
H 0.34326 3.43923 -1.21605
H -1.12806 2.68677 -1.85306
H 1.94176 2.96324 0.15085
H 3.67660 2.92182 2.15219
H 4.62319 3.26021 0.70716
H 5.12064 1.96517 1.80003
H 4.74755 -0.14913 0.85107
H 2.72067 -2.65130 -1.12551
H 4.33368 -2.41743 1.45711
H 2.61916 -2.81577 1.35050
H 3.82652 -3.91524 0.67554
H 4.73947 -1.69435 -2.21683
H 5.08158 -3.25292 -1.45780
H 5.60696 -1.75798 -0.68273
H 1.23686 -0.92651 -1.46253

* HOMO-LUMO gap: 9.19 eV
* SMILES: CC[C@@H](C)NCCCCOc1cc(C)cc(C(C)C)c1
* LUMO energy: 0.9 eV
* M: 277.45 g mol⁻¹
* charge: 0

These are the natural (NBO) partial charges, in e, on atoms 1 to 8: -0.608 -0.391 -0.046 -0.622 -0.638 -0.212 -0.409 -0.427